1.
The following is a DFT calculation (wB97M-V/def2-TZVPD) of C19H22ClN3O3S in the gas phase at a distorted geometry.

For the orbital gap, the calculation gives 9.57 eV. The spin multiplicity is 1. The value obtained for the HOMO energy is -9.1 eV. As for the SMILES: O=C(NCc1ccccn1)c1cc(S(=O)(=O)N2CCCCCC2)ccc1Cl. For the LUMO energy, the calculation gives 0.49 eV. Its total energy is -54030.9707 eV.

Geometry as XYZ:
```
49
C19H22ClN3O3S | OMol25 | wB97M-V/def2-TZVPD
O 0.714 -3.254 1.871
C 1.022 -2.879 0.757
N 0.725 -3.564 -0.361
C -0.049 -4.778 -0.328
C -0.838 -4.935 -1.598
C -1.773 -5.956 -1.742
C -2.456 -6.066 -2.940
C -2.185 -5.156 -3.953
C -1.237 -4.177 -3.712
N -0.581 -4.068 -2.569
C 1.745 -1.578 0.537
C 1.337 -0.490 1.304
C 1.958 0.734 1.172
S 1.334 2.161 2.066
O 0.583 1.703 3.195
O 2.422 3.074 2.270
N 0.308 2.800 0.945
C 0.766 3.843 0.067
C -0.159 5.065 0.028
C -0.739 5.417 1.400
C -2.048 4.681 1.696
C -1.868 3.204 2.039
C -1.082 2.418 0.986
C 3.014 0.902 0.296
C 3.457 -0.174 -0.450
C 2.820 -1.404 -0.335
Cl 3.442 -2.719 -1.265
H 0.877 -3.193 -1.289
H -0.709 -4.751 0.547
H 0.614 -5.648 -0.208
H -1.955 -6.643 -0.930
H -3.189 -6.846 -3.084
H -2.696 -5.208 -4.901
H -0.982 -3.441 -4.463
H 0.543 -0.615 2.024
H 0.895 3.447 -0.951
H 1.743 4.134 0.454
H -0.978 4.889 -0.672
H 0.423 5.904 -0.356
H -0.938 6.490 1.431
H -0.005 5.188 2.174
H -2.711 4.776 0.831
H -2.542 5.166 2.540
H -2.850 2.743 2.156
H -1.332 3.105 2.983
H -1.117 1.355 1.239
H -1.512 2.552 -0.010
H 3.493 1.866 0.231
H 4.296 -0.072 -1.121
```

***

2.
The following is a DFT calculation (wB97M-V/def2-TZVPD) of a molecular structure, C24H53F2NO16 at a distorted geometry.

For the orbital gap, the calculation gives 6.71 eV. The spin multiplicity is 1. The value obtained for the HOMO energy is -6.4 eV. For the LUMO energy, the calculation gives 0.35 eV. Its total energy is -65411.5931 eV.

Geometry as XYZ:
```
96
C24H53F2NO16 | OMol25 | wB97M-V/def2-TZVPD
N 40.581 54.574 47.639
H 39.921 54.776 47.019
H 40.755 53.631 47.522
H 40.121 54.822 48.713
H 41.356 55.069 47.547
O 39.008 53.021 49.824
H 38.549 53.707 50.463
C 44.447 51.124 45.931
C 44.647 50.285 47.293
O 43.311 50.086 47.776
C 42.487 50.942 47.099
O 41.274 51.106 47.450
O 43.093 51.568 45.995
F 45.262 50.894 48.280
H 44.625 50.731 44.866
H 45.046 52.176 45.775
H 44.932 49.175 47.067
C 37.038 57.976 51.048
C 38.532 57.896 50.683
O 38.691 58.972 49.733
C 37.544 59.646 49.693
O 37.452 60.737 49.170
O 36.522 59.069 50.346
F 38.842 56.766 49.998
H 36.874 58.177 52.110
H 36.820 56.964 50.848
H 38.878 58.070 51.676
C 37.042 58.210 46.740
O 37.129 56.950 46.265
C 37.341 55.908 47.296
C 37.163 54.577 46.513
O 38.159 54.539 45.684
C 38.277 53.331 44.960
C 39.660 53.245 44.191
O 40.829 53.705 44.900
C 42.012 53.575 44.035
H 38.062 58.554 47.144
H 36.170 58.515 47.370
H 36.793 58.742 45.990
H 36.659 55.737 48.135
H 38.081 56.110 47.752
H 36.018 54.435 45.812
H 37.190 53.961 47.357
H 37.577 52.996 44.278
H 38.146 52.641 45.575
H 39.602 53.953 43.348
H 39.877 52.210 43.684
H 42.974 53.823 44.644
H 41.797 54.180 42.961
H 42.203 52.493 43.912
C 40.581 56.979 44.887
O 41.623 56.883 45.837
C 41.344 57.940 46.766
C 42.339 58.036 48.010
O 42.337 57.017 48.737
C 43.337 57.036 49.778
C 43.039 55.757 50.671
O 43.092 54.651 49.794
C 42.669 53.412 50.427
H 40.725 57.900 44.240
H 39.563 56.859 45.326
H 40.843 56.197 44.167
H 40.252 57.903 47.078
H 41.431 58.986 46.431
H 42.185 59.088 48.788
H 43.349 58.180 47.402
H 43.065 57.655 50.476
H 44.288 57.135 49.331
H 42.059 55.802 51.119
H 43.789 55.508 51.417
H 42.574 52.708 49.590
H 41.556 53.410 50.825
H 43.477 53.006 50.867
C 44.677 55.188 46.461
O 45.900 54.853 46.921
C 45.998 54.636 48.269
C 47.478 54.380 48.709
O 48.064 55.467 48.356
C 49.445 55.412 48.447
C 49.943 56.665 47.642
O 49.287 57.874 47.909
C 50.003 58.944 47.471
H 43.894 54.528 46.848
H 44.482 55.096 45.499
H 44.478 56.165 46.844
H 45.432 53.793 48.480
H 45.618 55.653 48.354
H 47.768 53.456 48.127
H 47.451 54.327 49.787
H 49.888 54.485 48.089
H 49.728 55.549 49.668
H 49.935 56.468 46.597
H 51.041 56.640 47.960
H 50.191 59.047 46.361
H 50.823 59.234 47.993
H 49.527 59.894 47.859
```

***

3.
The following is a DFT calculation (wB97M-V/def2-TZVPD) of a molecular structure, C19H26BN7Pd at a distorted geometry.

For the orbital gap (spin up / spin down), the calculation gives 6.60 / 6.67 eV. The spin multiplicity is 3. The value obtained for the HOMO energy (spin up / spin down) is -6.0 / -7.4 eV. For the LUMO energy (spin up / spin down), the calculation gives 0.63 / -0.71 eV. Its total energy is -34706.9608 eV. Its expectation value of S² is 2.008.

Geometry as XYZ:
```
54
C19H26BN7Pd | OMol25 | wB97M-V/def2-TZVPD
H 1.740 -2.433 0.350
N -0.243 -1.816 -0.103
B -2.722 -1.735 -0.714
N -1.449 -2.504 -0.230
C -1.222 -3.823 -0.056
Pd -0.236 0.420 -0.285
H -2.045 -4.519 -0.134
C 0.135 -4.003 0.200
H 0.635 -4.935 0.381
C 0.710 -2.719 0.172
H -3.639 -2.469 -0.930
C 0.333 2.023 -1.183
H 1.241 1.372 -1.105
H 0.565 2.959 -0.679
H 0.073 2.167 -2.228
N -2.204 -1.038 -2.019
N -3.116 -0.567 0.243
N -1.062 -0.229 -1.960
N -2.215 0.464 0.455
C -2.558 -1.196 -3.304
C -4.265 -0.266 0.884
H -3.445 -1.769 -3.544
H -5.106 -0.942 0.823
C -1.639 -0.526 -4.096
C -4.104 0.960 1.529
C -0.696 0.033 -3.238
C -2.797 1.380 1.250
H -1.642 -0.439 -5.172
H -4.830 1.489 2.115
H 0.190 0.614 -3.475
H -2.265 2.262 1.586
H -0.924 1.791 -0.515
C 4.501 2.813 2.007
N 3.454 2.123 1.316
C 3.774 0.825 0.807
C 2.092 2.485 1.601
C 1.351 1.430 2.354
C 1.630 1.396 3.745
C 1.146 0.371 4.544
C 0.333 -0.597 3.959
C 0.008 -0.505 2.588
C 0.495 0.495 1.785
H 5.431 2.718 1.430
H 4.680 2.394 3.016
H 4.228 3.872 2.116
H 3.749 0.037 1.583
H 3.081 0.530 0.003
H 4.798 0.873 0.409
H 2.133 3.410 2.196
H 1.589 2.701 0.656
H 2.258 2.186 4.166
H 1.397 0.336 5.608
H -0.068 -1.421 4.545
H -0.647 -1.270 2.186
```

***

4.
The following is a DFT calculation (wB97M-V/def2-TZVPD) of 2 unconnected molecules or ions with the total composition BrH2O2P at a distorted geometry.

For the orbital gap (spin up / spin down), the calculation gives 6.53 / 5.54 eV. The spin multiplicity is 1. The value obtained for the HOMO energy (spin up / spin down) is -8.5 / -8.0 eV. For the LUMO energy (spin up / spin down), the calculation gives -1.93 / -2.47 eV. Its total energy is -83458.2495 eV.

Geometry as XYZ:
```
6
BrH2O2P | OMol25 | wB97M-V/def2-TZVPD
O 0.467 1.098 0.278
O 0.195 -1.267 0.409
P -0.270 -0.066 -0.526
Br -3.860 0.009 0.022
H 0.366 1.980 -0.088
H -0.185 -2.125 0.215
```

***

5.
The following is a DFT calculation (wB97M-V/def2-TZVPD) of C3H3Cl3N4O2 in the gas phase at a distorted geometry.

For the orbital gap, the calculation gives 10.34 eV. The spin multiplicity is 1. The value obtained for the HOMO energy is -10.3 eV. As for the SMILES: O=[N+]([O-])N1CN=N[C@@H]1C(Cl)(Cl)Cl. For the LUMO energy, the calculation gives 0.01 eV. Its total energy is -50776.9341 eV.

Geometry as XYZ:
```
15
C3H3Cl3N4O2 | OMol25 | wB97M-V/def2-TZVPD
O 1.307 2.086 -0.471
N 0.218 1.915 0.072
O -0.479 2.655 0.720
N -0.296 0.594 -0.134
C 0.613 -0.495 -0.397
N 0.181 -1.544 0.491
N -0.841 -1.262 1.030
C -1.372 0.080 0.723
C -2.700 0.084 0.057
Cl -3.150 1.770 -0.411
Cl -2.566 -0.881 -1.430
Cl -4.045 -0.531 0.975
H 1.511 -0.039 -0.197
H 0.449 -0.948 -1.469
H -1.512 0.586 1.726
```